Computed, not measured: a molecular structure, C52H47BrFGaN4O8S2Si, with ωB97M-V/def2-TZVPD.

Properties
gap between HOMO and LUMO: 6.328 eV
total charge: -2

Last column: Löwdin charge in e.
Geometry (Å):
1 Ga -0.830 -0.056 1.053  0.4450
2 C 6.084 -3.571 -0.647  -0.0327
3 C 5.769 -3.578 0.848  -0.3230
4 C 7.007 -3.417 1.719  -0.1461
5 C 7.615 -2.033 1.540  -0.1420
6 C 6.570 -0.979 1.799  -0.1438
7 C 6.924 0.289 2.212  0.0306
8 C 5.943 1.236 2.458  -0.2601
9 F 6.336 2.470 2.858  0.0417
10 C 4.612 0.954 2.319  0.0766
11 C 4.229 -0.318 1.897  -0.0261
12 C 2.768 -0.593 1.717  -0.2937
13 O 1.943 0.208 2.113  0.0813
14 C 2.484 -1.861 1.049  -0.0071
15 C 3.497 -2.733 0.856  0.0134
16 N 4.803 -2.530 1.176  -0.0012
17 C 5.206 -1.282 1.630  -0.0862
18 C 1.148 -2.328 0.494  -0.5540
19 O 1.066 -3.517 0.193  0.0246
20 O 0.216 -1.480 0.290  -0.0008
21 H 6.871 -4.292 -0.878  0.0791
22 H 6.408 -2.581 -0.970  0.0813
23 H 5.197 -3.832 -1.225  0.0806
24 H 5.292 -4.527 1.104  0.1458
25 H 7.726 -4.200 1.469  0.1133
26 H 6.718 -3.548 2.764  0.1265
27 H 8.016 -1.927 0.528  0.1141
28 H 8.453 -1.894 2.226  0.1142
29 H 7.966 0.552 2.350  0.1226
30 H 3.841 1.679 2.524  0.1233
31 H 3.261 -3.693 0.412  0.1382
32 C -3.988 3.373 2.320  -0.1201
33 C -3.775 3.042 0.988  -0.0938
34 C -2.841 2.071 0.654  -0.1252
35 C -2.116 1.378 1.629  -0.1675
36 C -2.344 1.735 2.960  -0.1129
37 C -3.258 2.725 3.307  -0.1095
38 H -4.723 4.125 2.587  0.0836
39 H -4.342 3.527 0.201  0.1000
40 H -2.693 1.840 -0.393  0.0805
41 H -1.778 1.259 3.753  0.0938
42 H -3.403 2.984 4.350  0.0878
43 C 1.493 5.182 -0.504  -0.1028
44 C 0.864 4.003 0.249  -0.5847
45 C 1.848 3.568 1.336  -0.0991
46 C -0.425 4.467 0.940  -0.0803
47 Si 0.530 2.489 -0.865  0.4984
48 O 0.132 1.161 -0.089  -0.2376
49 C 2.126 2.034 -1.811  -0.1771
50 C 2.600 0.729 -1.655  -0.0678
51 C 3.733 0.279 -2.323  -0.0918
52 C 4.423 1.133 -3.172  -0.1209
53 C 3.958 2.429 -3.363  -0.1133
54 C 2.820 2.865 -2.696  -0.1010
55 C -0.717 2.920 -2.228  -0.1945
56 C -1.310 4.161 -2.463  -0.1017
57 C -2.272 4.337 -3.451  -0.1012
58 C -2.672 3.264 -4.228  -0.1018
59 C -2.095 2.019 -4.019  -0.0894
60 C -1.133 1.853 -3.034  -0.0822
61 H 1.617 6.027 0.187  0.0763
62 H 0.886 5.530 -1.342  0.0592
63 H 2.482 4.927 -0.888  0.0605
64 H 1.961 4.367 2.080  0.0821
65 H 2.834 3.374 0.906  0.0751
66 H 1.505 2.667 1.850  0.0687
67 H -0.200 5.326 1.587  0.0801
68 H -0.849 3.679 1.564  0.0666
69 H -1.203 4.769 0.238  0.0638
70 H 2.048 0.063 -1.000  0.0863
71 H 4.071 -0.743 -2.184  0.0891
72 H 5.310 0.790 -3.694  0.0854
73 H 4.481 3.098 -4.036  0.0876
74 H 2.456 3.869 -2.888  0.0919
75 H -1.039 5.017 -1.857  0.0717
76 H -2.728 5.310 -3.592  0.0904
77 H -3.448 3.385 -4.973  0.0952
78 H -2.422 1.174 -4.607  0.0894
79 H -0.713 0.866 -2.860  0.1088
80 N -4.725 -4.180 -6.387  0.0679
81 C -4.837 -3.265 -5.321  -0.3355
82 C -6.055 -3.079 -4.674  -0.0462
83 C -6.165 -2.161 -3.639  -0.0698
84 C -5.067 -1.413 -3.251  -0.3088
85 C -3.851 -1.592 -3.895  -0.0598
86 C -3.735 -2.509 -4.925  -0.0338
87 S -5.203 -0.218 -1.928  0.5150
88 O -5.236 1.078 -2.561  -0.3274
89 O -6.380 -0.625 -1.184  -0.3643
90 N -3.853 -0.342 -1.133  -0.1226
91 C -3.560 -1.416 -0.397  -0.6438
92 S -4.505 -2.917 -0.381  1.0169
93 C -3.298 -3.662 0.607  -0.4133
94 C -2.321 -2.780 0.877  -0.2582
95 N -2.473 -1.519 0.347  0.0162
96 H -5.397 -4.930 -6.337  0.0716
97 H -3.791 -4.546 -6.496  0.0744
98 H -6.914 -3.671 -4.973  0.1004
99 H -7.097 -2.030 -3.105  0.1091
100 H -2.993 -1.027 -3.556  0.1063
101 H -2.780 -2.659 -5.415  0.1068
102 H -3.382 -4.685 0.931  0.0521
103 H -1.446 -2.980 1.475  0.1074
104 Br -1.240 -3.038 6.773  0.7359
105 C -2.595 -2.575 5.514  -0.5939
106 C -3.853 -3.100 5.782  -0.1659
107 C -4.909 -2.847 4.920  -0.1008
108 C -4.699 -2.077 3.787  -0.0648
109 C -3.435 -1.577 3.528  -0.0182
110 C -2.354 -1.806 4.379  -0.1290
111 C -1.001 -1.180 4.031  -0.5966
112 O -0.230 -0.898 4.936  -0.0016
113 O -0.799 -1.021 2.778  -0.0335
114 H -3.995 -3.706 6.667  0.0784
115 H -5.887 -3.259 5.138  0.0931
116 H -5.505 -1.872 3.093  0.1074
117 H -3.269 -0.977 2.646  0.0973